# 1
{
  "formula": "C35H47BrN4NiP2",
  "method": "wB97M-V/def2-TZVPD",
  "species": ["N", "C", "C", "C", "C", "C", "C", "Ni", "P", "C", "C", "C", "C", "C", "C", "C", "Br", "H", "H", "H", "H", "H", "H", "H", "H", "H", "H", "P", "C", "C", "H", "H", "H", "H", "H", "C", "C", "H", "H", "H", "H", "H", "C", "C", "H", "H", "H", "H", "H", "C", "C", "H", "H", "H", "H", "H", "C", "C", "H", "H", "H", "H", "H", "C", "C", "H", "H", "H", "H", "H", "N", "C", "C", "C", "C", "C", "C", "C", "N", "C", "C", "N", "C", "H", "H", "H", "H", "H", "H", "H"],
  "xyz": [[-0.794235, 1.193058, 6.101540], [-1.606825, 0.311161, 5.514613], [-1.136968, -0.798446, 4.807299], [0.267730, -0.953925, 4.642525], [1.098159, -0.028130, 5.316228], [0.524065, 1.047176, 6.011288], [0.852664, -1.941076, 3.754605], [0.630901, 0.062326, -1.022129], [1.061598, -0.204700, -3.114299], [2.162580, -1.901887, 3.356454], [2.584034, -2.349357, 2.049203], [3.794223, -1.884500, 1.461904], [3.951123, -1.907072, 0.070342], [2.955876, -2.520225, -0.707408], [1.875266, -3.185341, -0.127509], [1.717989, -3.139158, 1.251573], [3.397322, -3.062003, -2.545001], [0.191652, -2.740459, 3.405504], [2.920513, -1.452063, 3.999284], [-1.848278, -1.529053, 4.416526], [2.178765, -0.128262, 5.346051], [-2.676919, 0.471429, 5.644414], [1.168043, 1.769885, 6.521820], [4.588376, -1.499418, 2.110074], [0.914199, -3.705103, 1.713539], [4.830215, -1.484897, -0.430302], [1.181138, -3.710446, -0.781873], [1.065683, 1.886754, -0.116840], [0.182833, -1.791573, -3.369703], [0.592719, -2.663203, -4.547761], [-0.884620, -1.527888, -3.454172], [0.270895, -2.366551, -2.435961], [-0.041145, -3.557867, -4.559589], [0.452679, -2.174039, -5.514703], [1.626484, -3.005007, -4.449878], [2.873382, -0.041598, -3.308544], [3.467902, -0.223240, -4.698726], [3.297707, -0.815151, -2.643056], [3.188925, 0.912843, -2.863097], [4.532073, -0.464982, -4.590598], [3.008752, -1.045422, -5.259175], [3.413789, 0.685209, -5.311708], [0.383549, 0.967470, -4.331995], [0.120097, 0.358591, -5.706004], [1.112717, 1.787289, -4.399340], [-0.538073, 1.400569, -3.920445], [-0.172341, 1.145291, -6.410864], [1.008252, -0.129492, -6.123591], [-0.693938, -0.372585, -5.674901], [0.000284, 3.354531, -0.477047], [-0.036635, 3.830285, -1.922805], [0.369627, 4.158239, 0.179102], [-1.014689, 3.102846, -0.144406], [-0.316900, 4.891612, -1.954215], [0.925447, 3.732792, -2.439729], [-0.789311, 3.283024, -2.501059], [2.712929, 2.571368, -0.593151], [3.899247, 1.912832, 0.102908], [2.689774, 3.649106, -0.373326], [2.796363, 2.471487, -1.685722], [4.832630, 2.330967, -0.294248], [3.895708, 2.098390, 1.183830], [3.923270, 0.827488, -0.055194], [1.067965, 1.923519, 1.730279], [-0.284754, 2.251242, 2.353455], [1.816935, 2.664603, 2.049575], [1.420857, 0.937082, 2.067536], [-0.179227, 2.423028, 3.430650], [-0.733292, 3.159035, 1.932987], [-1.000114, 1.430455, 2.223750], [-8.380342, -2.260926, 4.168707], [-7.563591, -1.841285, 3.442379], [-6.510556, -1.374880, 2.584765], [-5.211022, -1.853014, 2.812152], [-4.158308, -1.433313, 1.995791], [-4.427942, -0.506819, 0.980417], [-5.717117, -0.034392, 0.733426], [-6.768631, -0.471882, 1.538217], [-3.376099, -0.052200, 0.170977], [-3.481004, 0.762128, -0.960851], [-2.235160, 0.866102, -1.484355], [-1.341126, 0.141805, -0.682959], [-2.066711, -0.363393, 0.324735], [-5.025763, -2.559962, 3.625195], [-3.157793, -1.840331, 2.149339], [-5.894468, 0.668544, -0.078874], [-7.780873, -0.108461, 1.348000], [-4.403828, 1.174912, -1.313117], [-1.874793, 1.365963, -2.366399], [-1.672510, -0.977460, 1.123670]],
  "atomic_forces_ev_per_a": [[-0.40, 0.55, -0.10], [0.61, -0.36, 0.15], [0.83, 0.12, -0.12], [-0.27, 0.79, 1.40], [-0.65, 0.41, 0.18], [0.10, -1.16, -0.36], [1.19, -0.52, -0.13], [-1.29, -2.06, 0.82], [0.22, 0.78, -1.24], [-1.00, -0.37, 1.04], [0.50, -1.08, -1.17], [-0.75, 0.18, 0.00], [-0.21, -0.30, -0.10], [0.88, -0.59, -0.45], [-0.08, 0.21, 0.07], [0.15, 0.58, -0.31], [0.02, -0.32, 1.22], [-0.03, 0.68, -0.55], [-0.30, 0.53, -0.48], [0.27, 0.19, -0.06], [-0.18, 0.02, -0.22], [0.21, -0.01, 0.00], [-0.36, -0.18, -0.11], [-0.40, 0.18, -0.31], [0.00, 0.27, -0.11], [-0.23, -0.35, 0.39], [0.22, -0.22, 0.35], [1.28, 3.78, 1.27], [0.18, -0.34, -0.07], [-0.04, -0.57, -0.40], [0.29, 0.20, 0.09], [0.04, 0.09, -0.18], [0.13, 0.13, 0.03], [0.12, -0.09, 0.27], [-0.32, 0.15, -0.17], [0.33, -0.74, 0.46], [0.30, -0.01, -0.42], [-0.21, 0.79, -0.36], [-0.43, -0.08, -0.22], [-0.19, 0.06, -0.06], [0.08, 0.14, 0.17], [-0.14, -0.20, 0.16], [-0.17, 0.32, 0.14], [-0.06, 0.07, -0.46], [-0.17, -0.14, 0.03], [0.20, -0.07, -0.21], [0.02, -0.13, 0.18], [-0.20, 0.14, 0.13], [0.14, 0.17, -0.01], [-0.34, -0.38, -0.04], [-0.03, 0.16, -0.36], [0.00, -0.35, -0.08], [0.18, 0.16, -0.05], [0.06, -0.31, -0.04], [-0.15, 0.07, 0.12], [0.19, 0.10, 0.05], [-0.11, -0.03, -0.04], [0.29, -0.05, 0.00], [-0.04, -0.24, -0.04], [-0.01, 0.13, 0.31], [-0.19, -0.13, 0.12], [-0.03, -0.06, -0.24], [-0.03, 0.17, 0.02], [0.20, -0.39, 0.09], [-0.38, 0.04, 0.17], [-0.14, -0.17, -0.24], [0.00, 0.26, 0.12], [0.04, -0.15, -0.19], [0.16, -0.24, 0.19], [0.08, 0.13, 0.03], [1.83, 1.00, -1.69], [-1.88, -0.97, 1.65], [0.26, 0.20, -0.30], [0.26, 0.12, -0.26], [-0.63, 0.11, 0.09], [-0.87, -0.46, 0.79], [-0.01, -0.24, 0.39], [0.23, -0.08, 0.02], [1.44, 0.71, -0.96], [0.47, -0.49, 0.27], [0.54, -0.65, 0.66], [-0.87, -0.01, 0.27], [0.01, 0.22, -1.11], [-0.12, 0.25, -0.33], [-0.41, 0.14, 0.03], [-0.13, -0.21, 0.35], [0.34, -0.18, 0.16], [-0.11, -0.02, 0.01], [-0.25, 0.07, 0.06], [-0.07, 0.17, -0.16]],
  "multiplicity": 3,
  "total_charge": 2,
  "homo_energy_ev": [-12.9762, -12.9817]
}

# 2
{
  "formula": "C35H47Cl3InN4O5",
  "method": "wB97M-V/def2-TZVPD",
  "species": ["In", "C", "C", "C", "C", "C", "C", "C", "N", "C", "C", "C", "C", "C", "C", "O", "C", "C", "C", "C", "C", "C", "C", "C", "C", "O", "C", "C", "C", "C", "C", "C", "H", "H", "H", "H", "H", "H", "H", "H", "H", "H", "H", "H", "H", "H", "H", "H", "H", "H", "H", "H", "H", "H", "H", "H", "H", "H", "H", "H", "H", "H", "H", "H", "H", "H", "H", "H", "H", "H", "H", "H", "C", "N", "C", "C", "C", "N", "C", "O", "N", "H", "H", "H", "H", "H", "H", "H", "Cl", "C", "Cl", "Cl", "C", "O", "O"],
  "xyz": [[1.629357, -1.519540, -0.504444], [-2.791972, 4.052543, 0.428501], [-1.565648, 4.551207, -0.301996], [-1.851911, 5.257313, -1.655421], [-0.834263, 5.569895, 0.654772], [-0.610672, 3.392734, -0.617178], [-0.994324, 2.083165, -0.399626], [-0.083703, 1.010160, -0.765389], [-0.338016, -0.275227, -0.579903], [-1.339735, -0.971276, -0.151959], [-2.750485, -0.606267, -0.063705], [-3.688029, -1.417438, 0.461196], [-3.313878, -2.727909, 0.834005], [-2.061303, -3.236619, 0.756520], [-1.037472, -2.352671, 0.315960], [0.218284, -2.754621, 0.349763], [-1.757814, -4.654284, 1.091293], [-2.976091, -5.499854, 1.357441], [-0.837633, -4.755477, 2.313964], [-1.092664, -5.220142, -0.179719], [-5.166766, -0.933687, 0.459053], [-6.001582, -1.799283, 1.453443], [-5.323632, 0.501449, 0.858752], [-5.722656, -1.135275, -0.941499], [1.188400, 1.329458, -1.249582], [1.987161, 0.361605, -1.455511], [1.634788, 2.706116, -1.386775], [0.717839, 3.641168, -1.074386], [3.073793, 2.998331, -1.747914], [3.339407, 4.523047, -1.797377], [3.524631, 2.490272, -3.100389], [3.940698, 2.409190, -0.615849], [-3.457454, 4.942122, 0.656816], [-2.533124, 3.693256, 1.439136], [-3.447806, 3.335725, -0.065543], [-2.486165, 6.075543, -1.465633], [-2.328018, 4.536685, -2.348258], [-1.028220, 5.719068, -2.116758], [-1.407825, 6.316909, 1.175525], [-0.147990, 6.209110, 0.111606], [-0.296678, 4.999210, 1.431417], [-1.874839, 1.877608, 0.133457], [-2.969325, 0.392449, -0.457069], [-4.126975, -3.334550, 1.209392], [-3.590579, -5.160121, 2.234636], [-2.683037, -6.531783, 1.508016], [-3.693020, -5.575748, 0.532897], [-1.331325, -4.235430, 3.120643], [0.030566, -4.187159, 2.108601], [-0.536594, -5.788894, 2.462656], [-1.853251, -5.444966, -0.986371], [-0.718643, -6.229502, 0.024799], [-0.288241, -4.630271, -0.622585], [-5.398680, -1.974942, 2.361295], [-6.297706, -2.811980, 1.081998], [-6.916704, -1.355333, 1.799980], [-4.900973, 0.688894, 1.851865], [-6.321837, 0.844907, 0.843982], [-4.667203, 1.103859, 0.206298], [-5.535046, -2.105902, -1.401522], [-5.254651, -0.428746, -1.569244], [-6.761869, -1.031563, -0.990954], [1.018346, 4.697905, -1.149693], [2.933834, 4.912548, -2.740895], [4.415041, 4.635534, -1.757074], [2.978020, 5.094415, -0.922277], [2.999275, 2.906578, -3.935219], [3.306150, 1.351769, -3.167531], [4.595758, 2.626591, -3.156397], [3.725325, 2.912277, 0.341145], [4.933587, 2.625889, -0.930828], [3.933085, 1.287902, -0.671083], [3.087443, 1.856989, 2.944851], [3.737502, 0.766655, 2.236599], [5.099158, 0.641851, 2.218800], [5.671593, -0.391082, 1.549882], [4.786352, -1.262616, 0.764252], [3.451359, -1.124747, 0.811568], [2.906331, -0.123793, 1.528453], [1.666115, -0.032540, 1.474148], [5.366136, -2.232670, 0.070891], [3.495194, 1.756680, 3.984886], [2.002482, 1.665592, 2.922775], [3.296218, 2.802457, 2.526332], [5.713185, 1.385991, 2.657054], [6.742967, -0.630395, 1.560120], [6.320988, -2.525538, 0.158828], [4.757766, -2.947191, -0.227134], [4.721221, -4.122581, -3.185819], [3.124709, -4.723161, -2.607315], [2.113212, -5.305872, -3.906614], [3.469939, -5.914891, -1.355813], [2.561535, -3.466436, -1.925076], [2.951962, -3.361639, -0.678896], [1.827357, -2.689000, -2.450047]],
  "atomic_forces_ev_per_a": [[0.41, 0.39, 0.21], [-1.43, 1.61, 1.00], [1.37, 0.68, -0.05], [-1.18, -1.81, 0.74], [0.55, -0.83, -0.17], [-0.92, -1.36, 0.84], [1.92, 1.07, -0.96], [-3.06, 1.14, 0.71], [1.52, -0.15, 0.09], [-2.58, -1.85, 1.06], [1.52, 1.38, -0.37], [-0.79, 1.30, -0.63], [-0.77, -0.08, 0.36], [-0.27, 0.76, 0.14], [2.32, 0.25, -0.45], [-1.91, 0.60, 0.07], [0.68, -0.66, -0.82], [-1.61, -0.01, 0.55], [-0.39, 0.29, -0.90], [-0.60, -1.53, -1.06], [-0.73, -2.23, 0.69], [0.90, -1.16, 0.27], [2.51, 0.64, 0.20], [1.06, -0.87, -0.03], [1.74, -0.03, -0.11], [1.14, -0.45, -0.58], [-0.41, -1.18, -0.34], [-0.13, 1.49, -0.31], [-0.35, 1.08, 0.81], [-0.24, -0.24, 0.44], [-0.55, -3.36, 0.46], [-0.09, -0.79, -0.93], [0.66, -0.85, -0.41], [0.06, -0.19, -0.45], [0.30, -0.11, -0.24], [-1.31, 0.93, 0.18], [0.17, 0.53, 0.21], [1.56, 0.08, -0.52], [-1.09, -0.10, 0.10], [0.55, -0.26, -0.27], [-0.02, 0.30, -0.28], [-0.95, -0.32, 0.31], [-0.24, -0.60, 0.16], [0.21, -0.25, -0.06], [0.77, -0.34, -0.51], [0.23, -0.16, 0.37], [0.19, 0.40, -0.20], [-0.16, -0.48, 0.74], [1.12, 0.43, -0.13], [-0.27, -0.02, 0.50], [0.55, 0.67, 0.79], [0.29, 0.14, 0.17], [-0.20, -0.15, 0.30], [-0.27, 0.07, -0.15], [0.41, 0.76, -0.02], [-0.40, 0.60, -0.16], [-0.24, -0.19, 0.12], [-1.10, 0.32, -0.25], [-0.73, 0.16, 0.04], [0.31, -0.24, 0.38], [0.38, 0.98, -1.03], [-1.71, 0.53, 0.13], [-0.26, -0.59, 0.01], [0.15, 0.26, 0.42], [0.30, 0.23, -0.41], [-0.08, -0.30, -0.43], [-0.16, 0.63, -0.38], [0.58, 1.76, 0.08], [0.25, 0.12, -0.41], [0.04, -0.62, -0.28], [1.18, 0.47, 0.18], [-0.47, 1.04, 0.70], [-0.18, -1.52, 1.93], [-0.96, -0.50, -0.94], [-0.31, -1.58, -1.33], [-0.68, -0.38, -0.49], [1.44, 0.44, 1.52], [1.42, 0.09, -0.50], [0.12, 0.74, 0.41], [0.63, 0.47, 0.38], [-0.30, 0.21, 0.13], [-0.74, 0.65, -0.70], [0.57, 0.16, 0.16], [0.37, 1.05, -0.50], [0.07, 0.64, 0.80], [-0.60, 0.49, -0.03], [0.28, 0.58, 0.27], [-1.03, -1.05, -0.85], [-0.10, -0.08, -0.42], [0.62, 0.43, 0.15], [0.20, -0.01, 0.21], [-0.31, -0.66, -0.41], [2.56, -3.04, 3.73], [-1.15, 0.78, -2.05], [-2.21, 2.40, -1.68]],
  "total_charge": 1,
  "de_lowest_ev": 0.619,
  "homo_energy_ev": [-10.3027, -10.3004]
}